# 1
# C39H62I2N6OPZn

C39H62I2N6OPZn as an isolated structure at a distorted geometry (ωB97M-V with the def2-TZVPD basis set, the Open Molecules 2025 dataset).

The calculation puts the LUMO energy at 1.95 eV. Its total energy is -4643.1529 Eh. For the energy above the lowest of the compared OMol25 structures with the same formula, charge and spin, the calculation gives 11.1 kcal/mol. The total charge is -1.

The geometry in XYZ format:
```
112
Properties=species:S:1:pos:R:3:forces:R:3
Zn -1.308 1.313 0.846 -0.89 0.35 -0.63
I -0.073 -5.253 5.250 -0.04 0.06 -0.03
C -0.138 -3.437 4.270 0.03 -0.14 -0.13
C -0.054 -2.188 4.836 -0.09 0.22 -0.09
N -0.110 -1.314 3.810 0.12 0.06 0.10
N -0.208 -1.911 2.616 0.21 -0.22 0.34
C -0.237 -3.211 2.883 0.17 -0.01 -0.09
H 0.024 -1.872 5.867 -0.02 -0.02 -0.17
H -0.048 -0.292 3.886 -0.06 -0.20 -0.13
H -0.336 -3.941 2.087 0.01 0.19 0.18
I -2.189 3.775 -1.409 -0.05 0.04 0.03
C -0.625 2.898 -0.215 0.38 -0.18 0.34
H -0.282 3.724 0.415 -0.03 -0.06 -0.09
H 0.153 2.679 -0.945 -0.08 0.04 0.00
C 1.425 3.309 5.839 0.05 -0.05 -0.31
N 1.767 3.133 4.423 -0.49 -0.37 0.58
C 2.604 3.967 3.797 0.27 0.47 0.30
C 2.867 3.846 2.494 0.20 0.09 -0.72
C 2.204 2.784 1.790 0.15 0.22 0.42
N 1.365 1.965 2.378 -0.34 -0.37 0.88
C 1.124 2.093 3.717 -0.26 -0.02 0.16
O 0.363 1.384 4.374 0.44 0.08 -0.43
N 2.471 2.579 0.500 -0.20 -0.28 -0.77
H 2.165 3.953 6.306 0.04 0.03 -0.05
H 1.407 2.344 6.329 0.05 -0.11 0.02
H 0.436 3.750 5.943 -0.07 0.02 -0.05
H 3.055 4.734 4.414 0.00 0.03 -0.04
H 3.552 4.516 1.996 -0.01 -0.04 -0.01
H 2.829 3.347 -0.040 0.08 -0.06 -0.05
H 1.881 1.902 0.003 0.28 0.22 0.11
C 4.345 0.766 -5.217 -0.04 0.05 0.14
C 3.137 1.691 -5.081 0.00 -0.17 0.03
C 2.020 1.003 -4.271 0.23 -0.05 -0.07
C 2.573 0.055 -3.177 -0.04 0.37 -0.07
C 3.925 0.605 -2.701 0.01 0.02 -0.17
C 4.967 0.499 -3.829 -0.10 0.06 -0.05
P 1.350 -0.074 -1.794 0.29 -0.11 0.19
C 1.974 -1.540 -0.834 0.23 -0.01 -0.07
C 2.958 -1.086 0.265 0.10 -0.12 -0.02
C 3.624 -2.292 0.931 0.13 0.06 -0.21
C 4.509 -3.072 -0.069 -0.14 0.07 -0.04
C 4.062 -2.847 -1.525 -0.04 0.05 0.10
C 2.539 -2.743 -1.635 -0.02 -0.06 0.09
C -0.196 -0.734 -2.580 -0.07 0.20 -0.18
C -1.080 0.459 -3.008 -0.12 -0.22 0.01
C -2.462 0.039 -3.543 0.18 -0.17 -0.04
C -2.420 -1.296 -4.319 0.13 0.13 0.09
C -1.017 -1.561 -4.862 -0.07 0.04 0.04
C -0.035 -1.789 -3.706 -0.06 0.08 -0.04
H 5.093 1.195 -5.888 -0.02 -0.04 -0.01
H 4.013 -0.174 -5.670 0.04 0.03 0.02
H 2.754 1.971 -6.064 0.01 0.05 0.00
H 3.450 2.619 -4.589 -0.03 -0.04 -0.02
H 1.380 0.433 -4.952 -0.01 0.05 0.07
H 1.391 1.769 -3.808 0.03 -0.02 -0.03
H 2.749 -0.936 -3.605 0.05 0.01 -0.07
H 4.291 0.074 -1.825 0.00 0.11 -0.07
H 3.794 1.652 -2.399 0.00 -0.09 -0.01
H 5.412 -0.500 -3.815 0.02 0.03 0.01
H 5.776 1.212 -3.640 -0.02 -0.06 -0.02
H 1.074 -1.859 -0.312 -0.18 -0.13 0.14
H 2.412 -0.501 1.004 -0.04 0.07 0.06
H 3.742 -0.436 -0.142 -0.15 -0.04 0.13
H 2.846 -2.944 1.322 -0.14 -0.07 0.08
H 4.219 -1.964 1.788 -0.03 -0.05 -0.01
H 4.459 -4.141 0.162 0.04 0.06 -0.01
H 5.558 -2.776 0.035 -0.04 -0.02 0.02
H 4.425 -3.662 -2.157 0.01 0.03 0.00
H 4.515 -1.927 -1.915 -0.04 -0.15 0.03
H 2.098 -3.671 -1.245 0.05 0.11 -0.05
H 2.254 -2.691 -2.688 -0.02 -0.06 0.14
H -0.701 -1.197 -1.727 -0.09 -0.04 0.03
H -0.567 1.056 -3.766 -0.03 -0.04 0.06
H -1.230 1.105 -2.142 0.07 0.01 -0.09
H -2.827 0.837 -4.195 -0.02 0.00 0.01
H -3.161 -0.035 -2.713 -0.05 -0.01 0.06
H -3.147 -1.280 -5.133 -0.05 -0.03 0.00
H -2.703 -2.120 -3.656 0.02 0.04 -0.02
H -0.693 -0.701 -5.467 -0.04 -0.14 0.06
H -1.009 -2.437 -5.519 0.01 0.07 0.01
H 0.981 -1.803 -4.110 -0.08 0.00 0.03
H -0.217 -2.783 -3.285 0.04 0.04 -0.03
C -3.150 -2.934 1.517 -0.11 -0.03 -0.10
C -4.246 -2.347 0.619 0.24 0.28 0.04
C -3.732 -2.229 -0.820 -0.07 -0.06 -0.04
C -4.794 -1.039 1.196 0.07 0.13 0.08
C -6.155 -1.017 1.461 0.10 0.12 0.02
C -6.780 0.046 2.118 0.15 -0.09 -0.06
C -5.952 1.048 2.601 0.16 -0.07 -0.06
C -4.574 1.096 2.376 0.00 -0.12 0.02
C -3.853 2.211 3.142 0.26 -0.12 -0.41
C -2.676 1.719 3.987 -0.18 0.11 0.13
C -3.449 3.422 2.280 -0.01 -0.07 0.22
C -3.931 0.116 1.504 0.32 -0.17 -0.33
N -2.695 0.171 0.954 -0.58 -0.09 0.75
H -2.824 -3.922 1.150 -0.06 0.19 0.04
H -3.516 -3.055 2.543 0.07 0.01 -0.09
H -2.300 -2.252 1.528 -0.11 -0.04 -0.01
H -5.083 -3.051 0.614 -0.08 -0.02 0.00
H -2.919 -1.503 -0.831 -0.01 -0.01 -0.06
H -4.530 -1.883 -1.489 0.12 -0.01 0.05
H -3.373 -3.205 -1.188 -0.05 0.17 0.07
H -6.755 -1.878 1.164 0.08 0.05 0.01
H -7.849 0.051 2.308 0.08 -0.01 -0.02
H -6.397 1.835 3.209 0.05 0.00 -0.02
H -4.589 2.583 3.853 -0.17 0.06 0.08
H -1.852 1.374 3.371 0.04 -0.05 -0.07
H -2.979 0.877 4.619 0.02 0.09 -0.04
H -2.296 2.523 4.635 -0.05 -0.13 -0.11
H -2.570 3.209 1.671 -0.05 0.05 -0.01
H -3.210 4.289 2.915 0.00 -0.12 -0.06
H -4.257 3.704 1.603 0.02 0.00 0.00
```
Positions in Å, forces in eV/Å.


# 2
# C9H21F3InN4O7S2

C9H21F3InN4O7S2 as an isolated structure at a distorted geometry (ωB97M-V with the def2-TZVPD basis set, the Open Molecules 2025 dataset).

The calculation puts the LUMO energy at -9.45 eV. Its total energy is -2386.8717 Eh. For the energy above the lowest of the compared OMol25 structures with the same formula, charge and spin, the calculation gives 0.0 kcal/mol. The total charge is +1.

The geometry in XYZ format:
```
47
Properties=species:S:1:pos:R:3:forces:R:3
In -16.028 19.959 -23.119 2.81 -0.59 0.81
F -15.235 17.825 -24.763 -0.88 2.07 1.61
N -15.671 22.678 -22.681 -0.97 -1.11 2.92
S -15.139 23.357 -21.245 1.05 -2.87 4.61
O -16.215 23.884 -20.464 0.68 -0.06 -1.24
O -13.811 23.883 -21.182 -1.24 0.46 -1.16
F -14.841 21.912 -20.541 -0.67 0.53 -0.70
S -15.481 23.906 -23.596 1.59 3.42 -6.84
O -14.154 23.869 -24.174 -1.32 0.15 0.67
O -16.033 25.193 -23.245 0.54 -1.96 0.92
F -16.422 23.453 -24.795 0.06 -0.39 0.49
C -17.802 21.520 -18.882 -0.91 -0.02 -1.82
C -17.544 20.129 -19.402 0.54 0.20 1.02
O -16.985 19.969 -20.494 0.54 -0.62 -1.67
N -17.807 19.108 -18.587 -0.33 -0.80 0.23
C -17.596 17.690 -18.827 0.04 -0.82 0.17
H -18.668 21.653 -18.239 0.34 -0.26 0.43
H -18.090 21.968 -19.837 0.05 0.73 0.27
H -16.892 22.023 -18.565 -0.04 -0.20 0.24
H -18.483 19.239 -17.851 0.33 0.61 0.17
H -18.569 17.200 -18.880 0.05 -0.06 -0.58
H -17.118 17.177 -17.989 0.10 0.58 0.36
H -16.939 17.444 -19.656 -0.39 0.48 -0.37
C -12.080 19.263 -20.077 -0.83 -0.74 0.58
C -13.005 18.291 -20.798 -1.33 0.78 -0.05
O -14.065 18.733 -21.256 -0.74 0.26 -0.36
N -12.709 16.995 -20.839 1.18 -0.87 0.34
C -13.551 15.901 -21.309 -0.72 0.45 -0.77
H -11.977 18.864 -19.065 1.03 -0.38 -0.20
H -12.606 20.178 -19.809 -0.04 0.23 -1.00
H -11.181 19.408 -20.671 0.26 0.12 0.49
H -11.763 16.753 -20.587 -0.13 -0.03 0.30
H -12.978 15.119 -21.803 0.27 0.22 0.05
H -14.248 16.316 -22.037 0.05 -0.08 -0.11
H -14.168 15.416 -20.552 0.27 0.27 0.42
C -11.356 22.031 -23.402 0.51 -0.75 0.80
C -12.006 20.665 -23.347 0.28 0.61 -0.30
O -13.223 20.581 -23.166 -1.23 0.16 -0.30
N -11.182 19.644 -23.598 -0.75 -1.57 -0.38
C -11.698 18.317 -23.988 -0.85 -0.07 1.04
H -11.328 22.461 -22.401 -0.35 0.27 -0.11
H -11.898 22.654 -24.109 0.10 0.09 0.11
H -10.327 21.814 -23.683 0.04 0.63 -0.33
H -10.215 19.712 -23.325 0.09 0.34 -0.54
H -11.051 17.532 -23.605 0.15 0.08 -0.23
H -11.953 18.160 -25.036 0.73 0.47 -0.25
H -12.677 18.182 -23.522 0.06 0.03 0.27
```
Positions in Å, forces in eV/Å.


# 3
# C2HCuFO2

C2HCuFO2 as an isolated structure at a distorted geometry (ωB97M-V with the def2-TZVPD basis set, the Open Molecules 2025 dataset).

The calculation puts the LUMO energy at -5.72 eV. Its total energy is -1967.2730 Eh. For the energy above the lowest of the compared OMol25 structures with the same formula, charge and spin, the calculation gives 0.0 kcal/mol. The total charge is +1.

The geometry in XYZ format:
```
7
Properties=species:S:1:pos:R:3:forces:R:3
F 0.980 1.766 0.811 -0.45 -0.52 0.65
O 1.864 -0.101 1.041 0.27 -0.07 -0.64
C 0.740 0.491 0.966 -1.08 0.37 -0.77
Cu -1.614 -0.304 0.818 1.34 0.50 -0.24
O -1.906 -0.455 -1.602 -0.01 0.01 0.39
C -1.878 -0.391 -2.731 -0.02 0.00 -0.10
H 1.814 -1.007 0.697 -0.05 -0.29 0.70
```
Positions in Å, forces in eV/Å.


Repeat the second record exactly.
# C9H21F3InN4O7S2

C9H21F3InN4O7S2 as an isolated structure at a distorted geometry (ωB97M-V with the def2-TZVPD basis set, the Open Molecules 2025 dataset).

The calculation puts the LUMO energy at -9.45 eV. Its total energy is -2386.8717 Eh. For the energy above the lowest of the compared OMol25 structures with the same formula, charge and spin, the calculation gives 0.0 kcal/mol. The total charge is +1.

The geometry in XYZ format:
```
47
Properties=species:S:1:pos:R:3:forces:R:3
In -16.028 19.959 -23.119 2.81 -0.59 0.81
F -15.235 17.825 -24.763 -0.88 2.07 1.61
N -15.671 22.678 -22.681 -0.97 -1.11 2.92
S -15.139 23.357 -21.245 1.05 -2.87 4.61
O -16.215 23.884 -20.464 0.68 -0.06 -1.24
O -13.811 23.883 -21.182 -1.24 0.46 -1.16
F -14.841 21.912 -20.541 -0.67 0.53 -0.70
S -15.481 23.906 -23.596 1.59 3.42 -6.84
O -14.154 23.869 -24.174 -1.32 0.15 0.67
O -16.033 25.193 -23.245 0.54 -1.96 0.92
F -16.422 23.453 -24.795 0.06 -0.39 0.49
C -17.802 21.520 -18.882 -0.91 -0.02 -1.82
C -17.544 20.129 -19.402 0.54 0.20 1.02
O -16.985 19.969 -20.494 0.54 -0.62 -1.67
N -17.807 19.108 -18.587 -0.33 -0.80 0.23
C -17.596 17.690 -18.827 0.04 -0.82 0.17
H -18.668 21.653 -18.239 0.34 -0.26 0.43
H -18.090 21.968 -19.837 0.05 0.73 0.27
H -16.892 22.023 -18.565 -0.04 -0.20 0.24
H -18.483 19.239 -17.851 0.33 0.61 0.17
H -18.569 17.200 -18.880 0.05 -0.06 -0.58
H -17.118 17.177 -17.989 0.10 0.58 0.36
H -16.939 17.444 -19.656 -0.39 0.48 -0.37
C -12.080 19.263 -20.077 -0.83 -0.74 0.58
C -13.005 18.291 -20.798 -1.33 0.78 -0.05
O -14.065 18.733 -21.256 -0.74 0.26 -0.36
N -12.709 16.995 -20.839 1.18 -0.87 0.34
C -13.551 15.901 -21.309 -0.72 0.45 -0.77
H -11.977 18.864 -19.065 1.03 -0.38 -0.20
H -12.606 20.178 -19.809 -0.04 0.23 -1.00
H -11.181 19.408 -20.671 0.26 0.12 0.49
H -11.763 16.753 -20.587 -0.13 -0.03 0.30
H -12.978 15.119 -21.803 0.27 0.22 0.05
H -14.248 16.316 -22.037 0.05 -0.08 -0.11
H -14.168 15.416 -20.552 0.27 0.27 0.42
C -11.356 22.031 -23.402 0.51 -0.75 0.80
C -12.006 20.665 -23.347 0.28 0.61 -0.30
O -13.223 20.581 -23.166 -1.23 0.16 -0.30
N -11.182 19.644 -23.598 -0.75 -1.57 -0.38
C -11.698 18.317 -23.988 -0.85 -0.07 1.04
H -11.328 22.461 -22.401 -0.35 0.27 -0.11
H -11.898 22.654 -24.109 0.10 0.09 0.11
H -10.327 21.814 -23.683 0.04 0.63 -0.33
H -10.215 19.712 -23.325 0.09 0.34 -0.54
H -11.051 17.532 -23.605 0.15 0.08 -0.23
H -11.953 18.160 -25.036 0.73 0.47 -0.25
H -12.677 18.182 -23.522 0.06 0.03 0.27
```
Positions in Å, forces in eV/Å.


Repeat the second record exactly.
# C9H21F3InN4O7S2

C9H21F3InN4O7S2 as an isolated structure at a distorted geometry (ωB97M-V with the def2-TZVPD basis set, the Open Molecules 2025 dataset).

The calculation puts the LUMO energy at -9.45 eV. Its total energy is -2386.8717 Eh. For the energy above the lowest of the compared OMol25 structures with the same formula, charge and spin, the calculation gives 0.0 kcal/mol. The total charge is +1.

The geometry in XYZ format:
```
47
Properties=species:S:1:pos:R:3:forces:R:3
In -16.028 19.959 -23.119 2.81 -0.59 0.81
F -15.235 17.825 -24.763 -0.88 2.07 1.61
N -15.671 22.678 -22.681 -0.97 -1.11 2.92
S -15.139 23.357 -21.245 1.05 -2.87 4.61
O -16.215 23.884 -20.464 0.68 -0.06 -1.24
O -13.811 23.883 -21.182 -1.24 0.46 -1.16
F -14.841 21.912 -20.541 -0.67 0.53 -0.70
S -15.481 23.906 -23.596 1.59 3.42 -6.84
O -14.154 23.869 -24.174 -1.32 0.15 0.67
O -16.033 25.193 -23.245 0.54 -1.96 0.92
F -16.422 23.453 -24.795 0.06 -0.39 0.49
C -17.802 21.520 -18.882 -0.91 -0.02 -1.82
C -17.544 20.129 -19.402 0.54 0.20 1.02
O -16.985 19.969 -20.494 0.54 -0.62 -1.67
N -17.807 19.108 -18.587 -0.33 -0.80 0.23
C -17.596 17.690 -18.827 0.04 -0.82 0.17
H -18.668 21.653 -18.239 0.34 -0.26 0.43
H -18.090 21.968 -19.837 0.05 0.73 0.27
H -16.892 22.023 -18.565 -0.04 -0.20 0.24
H -18.483 19.239 -17.851 0.33 0.61 0.17
H -18.569 17.200 -18.880 0.05 -0.06 -0.58
H -17.118 17.177 -17.989 0.10 0.58 0.36
H -16.939 17.444 -19.656 -0.39 0.48 -0.37
C -12.080 19.263 -20.077 -0.83 -0.74 0.58
C -13.005 18.291 -20.798 -1.33 0.78 -0.05
O -14.065 18.733 -21.256 -0.74 0.26 -0.36
N -12.709 16.995 -20.839 1.18 -0.87 0.34
C -13.551 15.901 -21.309 -0.72 0.45 -0.77
H -11.977 18.864 -19.065 1.03 -0.38 -0.20
H -12.606 20.178 -19.809 -0.04 0.23 -1.00
H -11.181 19.408 -20.671 0.26 0.12 0.49
H -11.763 16.753 -20.587 -0.13 -0.03 0.30
H -12.978 15.119 -21.803 0.27 0.22 0.05
H -14.248 16.316 -22.037 0.05 -0.08 -0.11
H -14.168 15.416 -20.552 0.27 0.27 0.42
C -11.356 22.031 -23.402 0.51 -0.75 0.80
C -12.006 20.665 -23.347 0.28 0.61 -0.30
O -13.223 20.581 -23.166 -1.23 0.16 -0.30
N -11.182 19.644 -23.598 -0.75 -1.57 -0.38
C -11.698 18.317 -23.988 -0.85 -0.07 1.04
H -11.328 22.461 -22.401 -0.35 0.27 -0.11
H -11.898 22.654 -24.109 0.10 0.09 0.11
H -10.327 21.814 -23.683 0.04 0.63 -0.33
H -10.215 19.712 -23.325 0.09 0.34 -0.54
H -11.051 17.532 -23.605 0.15 0.08 -0.23
H -11.953 18.160 -25.036 0.73 0.47 -0.25
H -12.677 18.182 -23.522 0.06 0.03 0.27
```
Positions in Å, forces in eV/Å.


Q: What is the total charge in the first record?
A: -1


Q: Among the records above, which one has the lowest total charge?
A: C39H62I2N6OPZn